Entry from OMol25: a cluster of 2 separate species, C5H13NO in total (ωB97M-V/def2-TZVPD).

Each line ends with the Mulliken charge.
Positions of all 20 atoms, in Å:
C -0.851 -1.345 0.718  -1.118
C 0.377 -0.425 0.762  -0.756
C 0.178 0.909 0.070  0.760
C 0.469 0.820 -1.250  -1.074
C -1.502 1.536 1.786  -0.897
N -0.496 1.895 0.807  -0.291
H -1.162 -1.450 -0.330  0.329
H -1.776 -0.944 1.148  0.257
H -0.853 -2.316 1.196  0.387
H 0.592 -0.365 1.841  0.288
H 1.259 -0.982 0.419  0.431
H 0.041 1.472 -2.015  0.271
H 1.357 0.300 -1.572  0.193
H -1.087 0.930 2.584  0.333
H -1.932 2.444 2.238  0.323
H -2.432 1.177 1.304  0.308
H -0.884 2.496 0.085  0.254
H 3.503 -2.492 -3.003  0.316
H 2.552 -1.348 -3.415  0.324
O 2.646 -2.312 -3.374  -0.640

Its SMILES is C=C(CC)NC.O. As for the energy above the lowest of the compared OMol25 structures with the same formula, charge and spin: 223.8 kJ/mol. The calculation puts the HOMO energy at -8.13 eV. The value obtained for the total energy is -328.2336 a.u. The value obtained for the LUMO energy is 0.897 eV. As for the orbital gap: 9.02 eV.

Entry from OMol25: an isolated molecule of C5H13NO (ωB97M-V/def2-TZVPD).

Each line ends with the Mulliken charge.
Positions of all 20 atoms, in Å:
C 0.859 -1.453 -1.898  -1.587
C 0.222 -0.352 -0.993  0.776
C 0.837 -0.293 0.336  -1.404
C 0.423 0.926 1.157  -0.510
C -1.060 0.883 1.603  -0.572
O -1.472 -0.427 1.676  -0.502
N 0.222 0.776 -1.820  -0.694
H 1.933 -1.515 -1.877  0.358
H 0.673 -2.391 -1.425  0.423
H 0.383 -1.383 -2.905  0.404
H -0.822 -0.529 -0.684  0.090
H 1.879 -0.393 0.353  0.629
H 0.521 -1.135 0.962  0.373
H 1.118 0.809 2.001  0.331
H 0.554 1.922 0.705  0.294
H -1.747 1.405 0.921  0.368
H -1.057 1.409 2.544  0.383
H -2.393 -0.352 1.970  0.302
H 0.473 0.566 -2.854  0.290
H 1.024 1.304 -1.603  0.247

Its SMILES is C[C@H](N)CCCO. As for the energy above the lowest of the compared OMol25 structures with the same formula, charge and spin: 200.8 kJ/mol. The calculation puts the HOMO energy at -8.88 eV. The value obtained for the total energy is -328.2424 a.u. The value obtained for the LUMO energy is 0.922 eV. As for the orbital gap: 9.80 eV.

Entry from OMol25: a cluster of 2 separate species, C5H13NO in total (ωB97M-V/def2-TZVPD).

Each line ends with the Mulliken charge.
Positions of all 20 atoms, in Å:
C -3.459 0.998 0.654  -0.847
C -2.034 0.538 -0.074  -0.605
H -4.171 1.622 -0.047  0.259
H -4.145 0.079 1.045  0.249
H -3.204 1.657 1.568  0.257
H -1.650 1.509 -0.510  0.270
H -2.123 -0.264 -0.781  0.325
H -1.512 -0.022 0.798  0.064
C 1.694 -0.141 0.532  -0.078
C 1.250 -1.561 0.661  -1.135
C 2.346 0.290 -0.682  0.293
O 3.215 1.135 -0.590  -0.616
N 2.111 -0.059 -2.007  -0.445
H 1.098 0.669 1.006  0.421
H 2.616 -0.248 1.245  0.175
H 1.759 -1.989 1.445  0.367
H 1.374 -2.185 -0.232  0.356
H 2.701 0.519 -2.652  0.262
H 1.883 -1.020 -2.300  0.208
H 0.251 -1.527 0.920  0.220

Its SMILES is CCC(N)=O.CC. As for the energy above the lowest of the compared OMol25 structures with the same formula, charge and spin: 218.8 kJ/mol. The calculation puts the HOMO energy at -9.42 eV. The value obtained for the total energy is -328.2355 a.u. The value obtained for the LUMO energy is 0.853 eV. As for the orbital gap: 10.27 eV.

Entry from OMol25: a cluster of 2 separate species, C5H13NO in total (ωB97M-V/def2-TZVPD).

Each line ends with the Mulliken charge.
Positions of all 20 atoms, in Å:
O 1.437 3.478 0.035  -0.566
C 2.507 2.986 0.355  0.930
C 3.175 3.315 1.670  -1.168
C 3.239 2.014 -0.540  -1.139
H 2.566 4.034 2.243  0.279
H 4.169 3.759 1.494  0.403
H 3.300 2.401 2.274  0.302
H 4.231 2.415 -0.809  0.367
H 3.378 1.049 -0.024  0.300
H 2.667 1.838 -1.466  0.288
N 0.477 0.437 1.802  -0.539
C -1.739 1.084 2.836  -1.094
C -0.216 1.215 2.830  -0.271
H 0.138 0.709 0.873  0.226
H 0.251 -0.558 1.907  0.237
H -2.153 1.416 1.869  0.309
H -2.181 1.699 3.638  0.314
H -2.029 0.032 3.000  0.297
H 0.060 2.277 2.684  0.205
H 0.184 0.896 3.812  0.319

Its SMILES is CC(C)=O.CCN. As for the energy above the lowest of the compared OMol25 structures with the same formula, charge and spin: 66.2 kJ/mol. The calculation puts the HOMO energy at -9.36 eV. The value obtained for the total energy is -328.2936 a.u. The value obtained for the LUMO energy is 1.021 eV. As for the orbital gap: 10.38 eV.

Entry from OMol25: a cluster of 2 separate species, C5H13NO in total (ωB97M-V/def2-TZVPD).

Each line ends with the Mulliken charge.
Positions of all 20 atoms, in Å:
C 0.004 0.909 -0.997  0.514
C -0.829 2.174 -1.133  -1.167
C 0.048 0.054 -2.241  -1.210
H 1.131 0.881 -0.577  0.319
H -0.552 0.474 -0.190  -0.163
H -0.326 3.138 -0.891  0.244
H -1.621 2.077 -0.292  0.226
H -0.561 0.477 -3.045  0.335
H 1.005 0.087 -2.691  0.336
H -1.371 2.235 -2.107  0.301
H -0.119 -1.052 -2.247  0.257
C -0.164 -0.762 2.720  -0.947
C 0.752 -0.988 1.530  0.704
O 1.697 -0.151 1.386  -0.619
N 0.637 -2.057 0.690  -0.355
H -1.004 -1.557 2.549  0.298
H -0.603 0.219 2.721  0.254
H 1.269 -2.288 0.001  0.228
H 0.301 -2.871 1.048  0.179
H 0.308 -1.001 3.765  0.267

Its SMILES is CC(N)=O.CCC. As for the energy above the lowest of the compared OMol25 structures with the same formula, charge and spin: 178.6 kJ/mol. The calculation puts the HOMO energy at -9.64 eV. The value obtained for the total energy is -328.2508 a.u. The value obtained for the LUMO energy is 0.788 eV. As for the orbital gap: 10.43 eV.

Entry from OMol25: a cluster of 2 separate species, C5H13NO in total (ωB97M-V/def2-TZVPD).

Each line ends with the Mulliken charge.
Positions of all 20 atoms, in Å:
C -1.520 0.040 1.648  -1.432
C -0.292 0.720 1.036  -0.433
C -0.510 0.992 -0.519  -0.732
C 0.629 0.303 -1.257  0.669
C 1.699 1.084 -1.508  -1.147
N 0.209 -0.971 -1.680  -0.464
H -2.297 0.817 1.580  0.401
H -1.980 -0.859 1.251  0.342
H -1.443 -0.120 2.727  0.370
H 0.670 0.198 1.091  0.462
H -0.163 1.702 1.487  0.300
H -0.435 2.075 -0.617  0.319
H -1.472 0.565 -0.838  0.353
H 1.476 2.150 -1.544  0.250
H 2.760 0.889 -1.590  0.316
H -0.681 -0.909 -2.153  0.230
H 0.814 -1.442 -2.338  0.231
H 0.951 -2.648 1.828  0.338
H 0.579 -1.892 0.519  0.325
O 1.006 -2.694 0.876  -0.697

Its SMILES is C=C(N)CCC.O. As for the energy above the lowest of the compared OMol25 structures with the same formula, charge and spin: 202.5 kJ/mol. The calculation puts the HOMO energy at -8.27 eV. The value obtained for the total energy is -328.2417 a.u. The value obtained for the LUMO energy is 0.873 eV. As for the orbital gap: 9.14 eV.

Entry from OMol25: an isolated molecule of C5H13NO (ωB97M-V/def2-TZVPD).

Each line ends with the Mulliken charge.
Positions of all 20 atoms, in Å:
C -0.060 -0.510 0.054  -0.975
C -0.647 0.591 -0.838  0.852
C -1.843 0.000 -1.597  -1.547
C -0.993 1.861 -0.069  -1.516
N 1.206 -0.134 0.677  -0.306
C 1.762 -1.139 1.634  -0.406
O 3.140 -1.054 1.841  -0.509
H 0.044 -1.408 -0.554  0.487
H -0.784 -0.604 0.897  0.345
H 0.112 0.788 -1.610  0.208
H -2.177 0.551 -2.489  0.379
H -1.663 -1.034 -1.885  0.384
H -2.749 0.062 -1.022  0.357
H -1.763 1.615 0.681  0.336
H -0.187 2.391 0.406  0.359
H -1.550 2.585 -0.683  0.380
H 1.853 -0.258 -0.103  0.223
H 1.123 -1.076 2.551  0.289
H 1.604 -2.095 1.123  0.353
H 3.570 -1.133 0.985  0.307

Its SMILES is CC(C)CNCO. As for the energy above the lowest of the compared OMol25 structures with the same formula, charge and spin: 141.2 kJ/mol. The calculation puts the HOMO energy at -9.16 eV. The value obtained for the total energy is -328.2651 a.u. The value obtained for the LUMO energy is 0.859 eV. As for the orbital gap: 10.02 eV.

Entry from OMol25: a cluster of 3 separate species, C5H13NO in total (ωB97M-V/def2-TZVPD).

Each line ends with the Mulliken charge.
Positions of all 20 atoms, in Å:
C -1.111 1.272 -1.399  -0.572
N 0.218 0.959 -1.941  -0.651
C 1.288 1.246 1.647  -0.617
C 0.159 -1.558 0.733  -0.860
C -0.349 -0.672 1.765  0.114
C 0.357 0.461 2.228  -0.057
H -1.417 2.303 -1.594  0.365
H -0.997 1.273 -0.301  0.033
H -1.815 0.512 -1.759  0.249
H 0.233 1.127 -2.944  0.250
H 1.857 1.893 2.311  0.285
H 1.647 1.056 0.632  0.323
H -0.640 -1.855 0.011  0.262
H 0.564 -2.434 1.272  0.396
H 1.008 -1.086 0.216  0.251
H -0.975 -1.114 2.543  0.348
H 0.243 0.619 3.304  0.272
H 0.258 -0.100 -1.963  0.329
H -0.082 -2.300 -2.654  0.132
O -0.445 -1.602 -2.106  -0.854

As for the energy above the lowest of the compared OMol25 structures with the same formula, charge and spin: 648.7 kJ/mol. The calculation puts the HOMO energy at -7.24 eV. The value obtained for the total energy is -328.0718 a.u. The value obtained for the LUMO energy is -3.152 eV. As for the orbital gap: 4.09 eV.

Entry from OMol25: a cluster of 3 separate species, C5H13NO in total (ωB97M-V/def2-TZVPD).

Each line ends with the Mulliken charge.
Positions of all 20 atoms, in Å:
C 0.563 0.565 -1.120  -0.718
C -0.534 0.771 -0.011  -0.217
C -1.772 0.015 -0.523  -0.569
C -2.539 -0.726 0.728  -0.633
C -1.544 -1.443 -0.091  -0.716
N 1.863 1.041 -0.760  -0.410
H 0.651 -0.520 -1.146  0.307
H 0.167 0.870 -2.090  0.342
H -0.479 1.853 0.157  0.440
H -0.157 0.183 0.822  0.122
H -2.831 1.010 0.735  0.253
H -2.368 0.522 -1.274  0.644
H -3.595 -0.975 0.643  0.340
H -2.199 -0.555 1.734  0.343
H -1.892 -2.088 -0.909  0.160
H 2.177 1.990 -0.751  0.140
H 2.467 0.367 -0.324  0.188
H 3.324 -1.139 1.726  0.324
H 4.680 -0.561 1.393  0.322
O 4.020 -1.179 1.061  -0.662

As for the energy above the lowest of the compared OMol25 structures with the same formula, charge and spin: 777.6 kJ/mol. The calculation puts the HOMO energy at -7.49 eV. The value obtained for the total energy is -328.0227 a.u. The value obtained for the LUMO energy is -0.694 eV. As for the orbital gap: 6.80 eV.

Entry from OMol25: a cluster of 2 separate species, C5H13NO in total (ωB97M-V/def2-TZVPD).

Each line ends with the Mulliken charge.
Positions of all 20 atoms, in Å:
C 2.294 0.031 -1.601  -1.111
C 2.216 -0.307 -0.116  -0.423
C 0.829 -0.310 0.466  0.046
C -0.277 -0.755 -0.125  -0.500
N -1.401 -1.237 0.549  -0.194
C -2.090 -0.582 1.643  -0.863
H 1.655 -0.660 -2.149  0.276
H 3.317 -0.026 -1.974  0.364
H 2.005 1.061 -1.811  0.271
H 2.729 -1.253 0.067  0.283
H 2.788 0.419 0.465  0.308
H 0.772 -0.217 1.549  0.216
H -0.301 -1.000 -1.183  0.195
H -1.932 -1.893 0.007  0.243
H -3.153 -0.570 1.411  0.327
H -1.961 -1.157 2.564  0.271
H -1.764 0.444 1.769  0.265
H -1.805 2.803 -0.106  0.312
H -0.754 1.684 -0.155  0.374
O -1.143 2.400 -0.672  -0.660

Its SMILES is CC/C=C/NC.O. As for the energy above the lowest of the compared OMol25 structures with the same formula, charge and spin: 162.8 kJ/mol. The calculation puts the HOMO energy at -7.81 eV. The value obtained for the total energy is -328.2568 a.u. The value obtained for the LUMO energy is 0.915 eV. As for the orbital gap: 8.72 eV.

Entry from OMol25: a cluster of 2 separate species, C5H13NO in total (ωB97M-V/def2-TZVPD).

Each line ends with the Löwdin spin population.
Positions of all 20 atoms, in Å:
C -0.125 1.029 -0.849  0.001
C -0.533 0.018 0.200  0.002
C 0.531 -0.172 1.245  0.002
C 1.789 -0.870 0.600  0.000
C 2.164 -0.175 -0.636  0.000
N -1.768 0.577 0.832  0.062
H -0.720 1.144 -1.738  0.000
H 1.006 0.627 -0.967  0.000
H -0.060 2.024 -0.436  0.000
H -0.917 -0.923 -0.191  0.000
H 0.852 0.788 1.628  0.000
H 0.181 -0.752 2.072  0.000
H 1.506 -1.873 0.360  0.000
H 3.038 0.479 -0.688  0.000
H 2.184 -0.834 -1.510  0.000
H 2.479 -0.890 1.397  0.000
H -2.139 -0.087 1.502  0.000
H -2.489 0.598 0.101  0.003
H -3.953 -0.385 -1.603  0.017
O -3.027 -0.321 -1.318  0.914

As for the energy above the lowest of the compared OMol25 structures with the same formula, charge and spin: 466.8 kJ/mol. The calculation puts the HOMO energy (alpha / beta) at -13.60 / -13.49 eV. The total charge is +1. The value obtained for the total energy is -327.8375 a.u. The value obtained for the LUMO energy (alpha / beta) is -6.642 / -6.647 eV. The multiplicity is 2. As for the orbital gap (alpha / beta): 6.96 / 6.85 eV.

Entry from OMol25: an isolated molecule of C5H13NO2 (ωB97M-V/def2-TZVPD).

Each line ends with the Mulliken charge.
Positions of all 21 atoms, in Å:
C -0.350 -0.025 -0.184  1.352
C 1.041 0.613 0.338  0.183
C -1.407 0.589 0.734  -1.202
C -0.332 -1.548 -0.119  -1.771
C 2.185 0.564 -0.677  -1.500
N -2.814 0.208 0.383  -0.678
O -0.644 0.415 -1.492  -0.605
O 1.389 -0.056 1.533  -0.536
H -0.126 -0.102 -2.118  0.381
H 2.303 0.161 1.748  0.325
H 0.879 1.674 0.590  0.268
H -2.966 -0.787 0.515  0.259
H -2.984 0.424 -0.595  0.284
H -1.367 1.676 0.644  0.465
H -1.224 0.284 1.763  0.404
H 0.450 -1.947 -0.765  0.417
H -1.291 -1.953 -0.435  0.467
H -0.159 -1.872 0.903  0.341
H 3.081 1.013 -0.248  0.449
H 2.408 -0.466 -0.950  0.349
H 1.931 1.134 -1.568  0.347

Its SMILES is C[C@H](O)[C@](C)(O)CN. As for the energy above the lowest of the compared OMol25 structures with the same formula, charge and spin: 107.4 kJ/mol. The calculation puts the HOMO energy at -9.04 eV. The value obtained for the total energy is -403.5357 a.u. The value obtained for the LUMO energy is 0.718 eV. As for the orbital gap: 9.76 eV.